No. 1
2 unconnected molecules or ions with the total composition C21H27N7O4 in a non-equilibrium geometry, computed with wB97M-V/def2-TZVPD.

```
59
Properties=species:S:1:pos:R:3:nbo_charge:R:1
H 2.61 3.80 2.64 0.205
C -0.08 1.24 -2.36 -0.239
H -1.27 1.95 5.31 0.214
C 0.23 -2.88 -3.09 -0.222
H 1.17 -3.00 -7.97 0.202
H -3.02 3.17 3.93 0.197
H -0.06 2.75 -0.85 0.204
C 0.21 -3.54 -8.00 -0.416
H -0.20 1.98 -3.14 0.235
C 0.65 -2.50 4.98 -0.706
H -1.71 5.16 3.59 0.205
N 0.06 -4.38 -6.80 -0.561
C -2.05 2.94 2.07 -0.611
H 1.02 1.66 1.60 0.434
H -2.36 1.05 4.28 0.210
C 2.72 2.81 2.20 -0.412
C 0.01 1.68 -1.05 0.042
N -0.03 -2.55 -5.40 -0.542
H -2.56 3.82 1.68 0.211
H -2.60 2.05 1.77 0.206
C -1.24 4.28 4.02 -0.603
H -1.04 2.91 1.66 0.203
C 0.35 -4.24 -3.36 0.169
C -2.00 3.03 3.59 -0.206
C -0.32 0.95 3.65 -0.127
N 0.16 0.84 -0.01 -0.488
H 0.42 -5.33 -6.80 0.403
N -0.15 -0.29 4.43 -0.592
O 0.63 0.25 -5.94 -0.344
C 0.00 -0.13 -2.66 -0.011
H -0.43 -0.26 5.40 0.399
H 0.50 -4.93 -2.53 0.202
C 0.09 -3.85 -5.55 0.562
H 0.43 -3.04 -0.94 0.224
O -1.30 0.87 -5.12 -0.370
H 2.92 2.91 1.13 0.203
C -1.50 1.73 4.27 -0.395
H 0.38 -1.16 0.55 0.234
H -0.58 0.67 2.63 0.224
C -0.07 -0.64 -3.98 -0.006
H 1.18 -3.32 4.49 0.240
H 0.19 -4.16 -8.90 0.208
H -0.33 -2.84 5.31 0.223
H -0.20 4.23 3.67 0.208
C 0.18 -1.00 -1.57 -0.082
C 1.00 1.74 3.61 0.659
C 0.04 -2.03 -4.18 0.299
H -0.60 -2.82 -8.06 0.223
C 0.49 -1.37 3.99 0.686
H 3.56 2.31 2.68 0.209
O 1.54 2.09 4.66 -0.657
N 0.30 -4.73 -4.59 -0.470
C 0.29 -2.38 -1.79 -0.052
N 1.50 2.04 2.41 -0.625
H -1.24 4.37 5.10 0.210
O 0.91 -1.49 2.85 -0.667
N -0.26 0.20 -5.08 0.509
H 1.23 -2.15 5.83 0.230
C 0.25 -0.47 -0.28 0.111
```

Its gap between HOMO and LUMO is 7.0 eV. The structure (SMILES) is CNc1ncc2cc3cnccc3c([N+](=O)[O-])c2n1.CNC(=O)[C@H](CC(C)C)NC(C)=O. The calculation puts the LUMO energy at -0.054 Eh. The highest occupied orbital energy is -8.527 eV.



No. 2
A molecular structure, C11H12F9N4O9S3Zn2 in a non-equilibrium geometry, computed with wB97M-V/def2-TZVPD.

```
50
Properties=species:S:1:pos:R:3:nbo_charge:R:1
S 4.16 5.72 13.58 2.274
H 5.90 0.79 12.12 0.260
H -2.78 4.20 7.52 0.275
F 1.46 5.20 7.96 -0.327
C 2.83 6.44 4.67 0.543
H 5.98 2.21 10.94 0.261
C 1.83 7.45 4.34 -0.752
H 5.26 0.62 10.55 0.256
S 3.84 4.15 8.60 2.297
C -1.75 5.98 7.02 0.308
N 2.81 7.92 9.98 -0.533
S 5.66 7.73 7.32 2.293
O 4.32 4.31 7.21 -1.162
H -0.03 8.20 8.62 0.280
O 5.64 7.56 8.78 -1.081
O 5.88 6.49 6.51 -1.129
C 6.04 1.13 11.10 -0.725
C 5.20 4.10 13.68 0.745
F 6.80 10.12 7.38 -0.297
N -1.65 6.93 6.43 -0.370
H 1.17 9.20 7.80 0.267
O 4.95 6.67 14.42 -0.935
H 1.99 7.97 3.40 0.296
F 4.81 3.28 12.65 -0.340
O 4.31 2.87 9.17 -0.891
H 2.00 8.25 5.07 0.288
C 1.85 4.04 8.48 0.813
H 0.42 9.83 9.35 0.283
F 5.07 3.44 14.87 -0.294
Zn 5.43 4.78 5.71 1.827
C 7.21 8.86 7.06 0.797
N 3.62 5.61 4.94 -0.619
Zn 4.79 6.95 10.46 1.779
F 1.60 3.15 7.54 -0.298
O 4.12 6.08 12.14 -1.138
F 6.49 4.41 13.45 -0.314
H -0.93 4.20 7.47 0.245
O 2.85 5.48 14.18 -0.900
N 8.35 0.12 10.41 -0.340
C -1.85 4.71 7.75 -0.719
O 4.13 5.37 9.33 -1.075
F 1.28 3.87 9.64 -0.263
F 8.22 8.48 7.86 -0.288
F 7.53 8.82 5.81 -0.277
H -1.77 4.92 8.82 0.260
C 1.87 8.37 9.50 0.465
H 0.84 7.01 4.45 0.300
C 7.34 0.58 10.76 0.285
C 0.74 8.96 8.77 -0.722
O 4.49 8.54 6.91 -0.907
```

The energy above the lowest of the compared OMol25 structures with the same formula, charge and spin is 58.68 kJ/mol. As for the charge: +1. Its gap between HOMO and LUMO is 5.2 eV. The calculation puts the LUMO energy at -0.248 Eh. The highest occupied orbital energy is -11.921 eV.



No. 3
2 unconnected molecules or ions with the total composition C2H3O3 in a non-equilibrium geometry, computed with wB97M-V/def2-TZVPD.

```
8
Properties=species:S:1:pos:R:3:nbo_charge:R:1
H -0.10 1.21 0.09 0.208
H 0.23 -0.05 1.34 0.173
C -0.10 0.06 0.27 -0.293
O -1.43 -0.55 0.23 -0.558
O -2.27 1.31 -0.66 -0.679
O -4.21 -0.57 0.18 -0.943
H 0.70 -0.50 -0.43 0.168
C -2.44 0.24 -0.19 0.925
```

The energy above the lowest of the compared OMol25 structures with the same formula, charge and spin is 445.06 kJ/mol. As for the charge: -1. Its gap between HOMO and LUMO is 6.9 eV. The calculation puts the LUMO energy at 0.143 Eh. The highest occupied orbital energy is -3.008 eV.



No. 4
2 unconnected molecules or ions with the total composition CH2F2N2O in a non-equilibrium geometry, computed with wB97M-V/def2-TZVPD.

```
8
Properties=species:S:1:pos:R:3:nbo_charge:R:1
H 2.10 -0.24 -0.22 0.304
F -2.33 -0.20 0.35 -0.287
N 1.55 0.38 0.20 -0.613
H 1.51 0.03 1.14 0.313
C -1.12 0.07 -0.09 0.914
N -0.11 -0.89 -0.16 -0.040
F -0.81 1.34 0.10 -0.282
O -0.79 -0.49 -1.31 -0.308
```

The energy above the lowest of the compared OMol25 structures with the same formula, charge and spin is 330.50 kJ/mol. Its gap between HOMO and LUMO (alpha / beta) is 10.0 / 9.9 eV. The calculation puts the LUMO energy (alpha / beta) at -0.016 / -0.025 Eh. The highest occupied orbital energy (alpha / beta) is -10.471 / -10.569 eV.



No. 5
8 unconnected molecules or ions with the total composition C8H32N6O8 in a non-equilibrium geometry, computed with wB97M-V/def2-TZVPD.

```
54
Properties=species:S:1:pos:R:3:nbo_charge:R:1
C -4.00 -1.96 1.71 -0.250
H 0.72 -3.14 4.43 0.399
H -2.76 -1.26 -0.79 0.178
H -3.59 -2.29 0.75 0.153
N 0.68 0.91 0.03 -0.853
H -2.70 0.40 -0.16 0.164
H 1.29 -0.76 -3.29 0.197
O -4.14 0.01 -1.56 -0.728
H 2.77 1.51 -4.06 0.436
N 4.94 -0.19 -2.78 -0.806
H -4.14 0.75 -2.17 0.465
H 2.30 -0.29 -0.56 0.420
H -0.43 -5.10 1.15 0.401
O -1.54 3.20 0.56 -0.749
H -0.16 -3.39 1.31 0.392
H -0.37 1.18 3.50 0.204
C 0.86 -0.24 0.67 0.763
H -0.31 4.93 0.57 0.158
H 0.53 -1.19 -4.74 0.166
H 0.41 -2.45 2.89 0.411
H -0.84 4.41 -1.02 0.169
H -0.26 2.06 4.99 0.169
C 3.83 0.45 -2.76 0.756
C -2.85 -0.20 -1.06 -0.239
H -1.15 3.07 1.42 0.499
N 1.86 -0.85 0.16 -0.832
H 5.54 0.07 -3.54 0.385
O 0.95 0.88 -4.60 -0.747
H -0.37 -0.24 -3.52 0.172
H -2.51 -0.71 1.84 0.470
H 0.25 3.80 3.04 0.475
C -1.12 4.44 0.04 -0.249
O 0.15 -0.72 1.57 -0.755
H 1.35 1.21 -0.66 0.411
N -0.13 -4.31 1.72 -0.818
H -1.90 5.20 0.06 0.165
H 2.27 -1.65 0.62 0.400
H 1.19 1.90 3.95 0.173
O -2.83 -1.46 2.35 -0.723
N 0.42 -3.26 3.48 -0.826
H -2.11 0.09 -1.80 0.158
O 3.09 0.61 -1.85 -0.729
H -4.36 -2.83 2.26 0.183
C 0.59 -0.37 -4.03 -0.257
O 0.21 -5.50 3.56 -0.711
O -0.40 3.13 3.24 -0.749
H 4.16 0.71 -4.69 0.374
C 0.11 2.04 3.97 -0.257
C 0.16 -4.42 2.96 0.741
N 3.60 0.97 -3.88 -0.796
H -0.03 1.54 0.38 0.412
H 5.31 -0.62 -1.94 0.409
H 0.24 1.16 -5.19 0.478
H -4.81 -1.26 1.49 0.168
```

The energy above the lowest of the compared OMol25 structures with the same formula, charge and spin is 196.44 kJ/mol. Its gap between HOMO and LUMO is 8.8 eV. The structure (SMILES) is NC(N)=O.NC(N)=O.NC(N)=O.CO.CO.CO.CO.CO. The calculation puts the LUMO energy at 0.003 Eh. The highest occupied orbital energy is -8.674 eV.



No. 6
C2H6ClNS in the gas phase in a non-equilibrium geometry, computed with wB97M-V/def2-TZVPD.

```
11
Properties=species:S:1:pos:R:3:nbo_charge:R:1
C -0.84 -0.59 0.87 -0.652
H -0.85 -0.24 1.98 0.245
H 1.63 1.98 -0.23 0.152
H -0.63 -0.84 -1.69 0.397
H -1.71 -0.31 0.39 0.210
S 0.32 1.92 0.32 -0.035
N 0.02 -0.09 -1.28 -0.840
Cl 1.92 -0.59 0.78 -0.256
C 0.21 0.11 0.02 0.151
H -0.62 -1.68 0.79 0.238
H 0.56 0.33 -1.94 0.390
```

The energy above the lowest of the compared OMol25 structures with the same formula, charge and spin is 72.84 kJ/mol. Its gap between HOMO and LUMO is 9.8 eV. The structure (SMILES) is C[C@@](N)(S)Cl. The calculation puts the LUMO energy at 0.027 Eh. The highest occupied orbital energy is -9.121 eV.



Calculated total energy (computed, Ha): -1500.6507; -6974.2799; -303.6162; -423.5947; -1254.4364; -992.9098